No. 1
C34H43Br3N6O13 | ωB97M-V/def2-TZVPD

Properties
- HOMO energy: -7.98 eV

The geometry in XYZ format:
```
99
Properties=species:S:1:pos:R:3:lowdin_charge:R:1
C -21.08 -16.07 20.16 -1.268
Br -21.03 -14.65 21.65 0.736
Br -22.93 -17.00 20.10 0.757
Br -19.77 -17.44 20.44 0.708
H -20.85 -15.59 19.20 -0.036
C -23.54 -18.99 23.34 -0.006
C -24.35 -19.82 24.11 -0.027
C -24.40 -19.72 25.43 -0.345
C -23.71 -18.67 26.04 0.003
C -22.90 -17.76 25.25 -0.021
C -22.76 -18.00 23.90 -0.310
O -21.96 -17.17 23.12 -0.103
O -25.24 -20.60 26.11 0.032
H -23.60 -19.22 22.28 0.086
H -24.83 -20.65 23.61 0.128
H -23.74 -18.58 27.12 0.105
H -22.54 -16.87 25.75 0.103
H -21.48 -16.53 23.65 0.003
H -24.99 -20.82 27.01 0.099
C -18.88 -17.87 17.27 -0.024
C -19.85 -16.91 16.91 -0.040
C -19.62 -16.08 15.80 -0.289
C -18.40 -16.03 15.14 -0.017
C -17.42 -16.94 15.47 -0.037
C -17.67 -17.91 16.46 -0.282
O -16.71 -18.87 16.64 0.040
O -20.75 -15.32 15.48 0.002
H -19.03 -18.49 18.14 0.037
H -20.85 -16.94 17.33 0.105
H -18.30 -15.34 14.31 0.119
H -16.52 -17.01 14.89 0.111
H -16.05 -18.62 16.00 0.089
H -21.00 -14.84 16.27 0.042
C -24.41 -14.48 19.45 -0.122
C -23.25 -13.79 19.22 -0.104
C -22.74 -13.68 17.91 -0.355
C -23.38 -14.27 16.84 -0.014
C -24.64 -14.81 17.02 0.008
C -25.19 -14.86 18.33 -0.316
O -26.44 -15.36 18.59 0.022
O -21.55 -13.08 17.72 0.040
H -24.64 -14.55 20.50 0.101
H -22.65 -13.28 19.96 0.063
H -23.01 -14.36 15.83 0.116
H -25.33 -15.16 16.27 0.121
H -26.84 -14.89 19.32 0.101
H -21.46 -12.33 18.32 0.118
C -17.58 -13.51 18.44 -0.019
C -17.33 -14.33 19.53 -0.015
C -16.09 -14.15 20.12 -0.380
C -15.27 -13.10 19.71 0.000
C -15.62 -12.28 18.66 -0.005
C -16.81 -12.51 17.99 -0.362
O -17.24 -11.78 16.95 0.074
O -15.54 -14.98 21.03 0.053
H -18.57 -13.50 18.01 0.117
H -18.13 -15.01 19.82 0.076
H -14.28 -12.95 20.09 0.124
H -14.88 -11.71 18.11 0.118
H -16.55 -11.18 16.66 0.106
H -16.09 -15.78 21.02 0.107
C -25.74 -13.13 26.47 -0.011
C -25.01 -13.12 25.31 -0.048
C -24.73 -14.23 24.55 -0.387
C -25.18 -15.49 24.97 0.019
C -25.87 -15.55 26.19 -0.002
C -26.17 -14.38 26.88 -0.389
O -26.59 -14.47 28.11 0.078
O -24.00 -14.15 23.47 0.038
H -25.94 -12.21 26.98 0.124
H -24.63 -12.14 25.04 0.124
H -24.83 -16.41 24.53 0.102
H -26.25 -16.47 26.61 0.115
H -26.93 -15.37 28.14 0.104
H -23.39 -14.86 23.29 0.054
C -25.78 -19.75 20.67 -0.780
O -24.87 -20.44 20.17 0.001
N -25.67 -18.49 20.82 0.160
N -27.00 -20.22 20.91 0.161
H -26.39 -17.94 21.27 0.128
H -24.85 -18.13 20.35 -0.030
H -27.66 -19.63 21.39 0.103
H -27.19 -21.16 20.58 0.117
C -20.82 -14.40 25.62 -0.748
O -21.00 -15.08 24.62 -0.049
N -21.74 -13.68 26.23 0.195
N -19.69 -14.23 26.23 0.178
H -21.83 -13.30 27.16 0.127
H -22.65 -13.75 25.81 0.082
H -19.77 -13.68 27.07 0.120
H -18.80 -14.62 25.96 0.131
C -18.30 -12.26 22.92 -0.762
O -18.00 -11.11 22.58 0.019
N -17.91 -13.41 22.44 0.179
N -19.12 -12.49 23.90 0.144
H -18.14 -14.19 23.04 0.107
H -17.35 -13.52 21.61 0.065
H -19.42 -11.58 24.23 0.124
H -19.82 -13.19 23.69 0.035
```

---

No. 2
C4H12O3 | ωB97M-V/def2-TZVPD

Properties
- SMILES: CCCC=O.O.O
- HOMO energy: -10.11 eV

The geometry in XYZ format:
```
19
Properties=species:S:1:pos:R:3:lowdin_charge:R:1
C 0.10 -0.66 -2.76 -0.106
C 0.51 0.26 -1.60 -0.270
C 0.23 -0.36 -0.22 -0.180
C 0.98 0.42 0.79 -0.307
O 0.53 1.29 1.51 0.053
H 0.25 -0.05 -3.70 0.087
H -0.98 -0.59 -2.81 0.064
H 0.60 -1.61 -2.81 0.074
H 0.10 1.30 -1.68 0.129
H 1.57 0.53 -1.63 0.093
H 0.41 -1.46 -0.29 0.130
H -0.83 -0.36 0.03 0.119
H 1.98 0.09 1.14 0.125
O 3.54 2.34 -0.36 -0.062
H 2.65 2.33 0.03 0.016
H 3.93 1.49 -0.13 0.034
O -5.29 -2.78 2.64 -0.068
H -5.01 -2.40 1.81 0.022
H -5.86 -3.52 2.36 0.046
```

---

No. 3
C18H18N4O5 | ωB97M-V/def2-TZVPD

Properties
- SMILES: COc1cccc(Oc2cn[nH]c2-c2ccc(OCC(=O)NN)cc2O)c1
- HOMO energy: -8.12 eV

The geometry in XYZ format:
```
45
Properties=species:S:1:pos:R:3:lowdin_charge:R:1
C -0.92 -2.05 -2.49 -0.089
O 0.30 -1.45 -2.13 -0.083
C 0.94 -1.91 -1.01 -0.265
C 0.51 -2.96 -0.22 -0.033
C 1.26 -3.32 0.90 -0.076
C 2.39 -2.62 1.26 -0.018
C 2.81 -1.54 0.47 -0.268
O 3.91 -0.86 0.90 0.055
C 4.08 0.44 0.52 -0.203
C 5.32 1.04 0.23 -0.074
N 5.16 2.31 -0.08 0.037
N 3.86 2.55 0.01 0.030
C 3.14 1.47 0.38 -0.140
C 1.69 1.44 0.52 -0.114
C 1.08 0.67 1.51 -0.007
C -0.28 0.51 1.55 0.010
C -1.09 1.12 0.59 -0.248
O -2.43 0.86 0.69 -0.050
C -3.28 1.38 -0.30 -0.100
C -4.72 0.92 -0.07 -0.480
O -5.62 1.19 -0.84 0.054
N -4.90 0.20 1.05 -0.012
N -6.18 -0.18 1.49 0.045
C -0.50 1.93 -0.37 0.053
C 0.87 2.10 -0.40 -0.243
O 1.46 2.90 -1.34 0.069
C 2.11 -1.22 -0.68 0.059
H -0.79 -3.12 -2.72 0.096
H -1.67 -1.95 -1.69 0.092
H -1.26 -1.53 -3.38 0.093
H -0.38 -3.51 -0.45 0.100
H 0.93 -4.14 1.51 0.106
H 2.96 -2.88 2.14 0.117
H 6.29 0.58 0.23 0.110
H 3.49 3.46 -0.23 0.156
H 1.70 0.19 2.25 0.132
H -0.74 -0.10 2.31 0.121
H -2.98 1.04 -1.31 0.142
H -3.29 2.48 -0.30 0.145
H -4.15 0.07 1.71 0.139
H -6.38 -1.14 1.19 0.088
H -6.85 0.42 1.01 0.083
H -1.10 2.43 -1.12 0.114
H 0.79 3.20 -1.97 0.117
H 2.44 -0.42 -1.33 0.140
```

---

No. 4
C17H14BrIrNO3S | ωB97M-V/def2-TZVPD

Properties
- Charge: -1
- Spin multiplicity: 5
- HOMO energy (alpha / beta): -4.03 / -4.49 eV

The geometry in XYZ format:
```
38
Properties=species:S:1:pos:R:3:mulliken_spin:R:1
C -0.21 2.55 -3.80 0.102
C 0.95 3.21 -3.22 0.142
C 1.87 2.17 -2.76 0.057
H 1.13 4.26 -3.15 0.026
C 1.28 0.89 -3.09 0.102
C 0.01 1.13 -3.73 0.092
H -0.65 0.36 -4.14 0.010
H -1.06 3.05 -4.24 0.020
H 2.82 2.34 -2.28 0.019
H 1.75 -0.06 -2.91 0.010
Ir 0.10 2.04 -1.68 2.143
Br -0.84 2.50 0.39 0.279
C -3.27 -0.64 0.91 0.375
C -2.94 -0.82 -0.47 0.062
C -3.40 0.35 -1.22 0.229
H -2.32 -1.64 -0.83 0.000
C -3.98 1.25 -0.26 0.315
C -3.90 0.65 1.01 -0.059
H -4.39 1.02 1.92 0.003
H -2.98 -1.28 1.75 0.051
H -3.26 0.57 -2.28 0.000
H -4.27 2.31 -0.41 0.007
O -0.58 -3.86 2.45 0.001
S -0.46 -2.42 2.52 0.003
O -1.19 -1.74 3.56 0.001
N -0.69 -1.71 1.08 0.022
C 0.40 -1.21 0.46 -0.010
O 0.44 -0.71 -0.69 -0.001
C 1.60 -1.31 1.37 0.001
C 2.91 -0.83 1.18 -0.001
C 3.86 -1.03 2.19 0.002
C 3.52 -1.70 3.38 0.000
C 2.21 -2.17 3.56 0.000
C 1.28 -1.95 2.54 -0.001
H 3.16 -0.31 0.26 -0.002
H 4.89 -0.68 2.06 0.000
H 4.28 -1.86 4.15 0.000
H 1.92 -2.70 4.45 0.000
```

---

| no. | maximum force (eV Å⁻¹) |
| --- | --- |
| 1 | 5.2 |
| 2 | 3.2 |
| 3 | 0.8 |
| 4 | 3.6 |